Record 1
Here is a structure of composition C38H57BBeCl2Cs2F5N2O10PS in a non-equilibrium geometry from OMol25. Energies are from ωB97M-V/def2-TZVPD.

Geometry as ORCA input:
```
! wB97M-V def2-TZVPD RIJCOSX def2/J DEFGRID3
* xyz 0 1
C 5.557 0.274 1.969
C 6.098 1.551 1.032
O 7.298 1.308 0.432
N 5.329 2.842 0.945
C 5.677 3.692 -0.243
C 5.560 5.347 -0.027
O 6.022 3.295 -1.468
C 3.847 2.687 1.176
C 2.802 1.753 0.329
P 3.405 0.671 -1.122
S 3.666 -1.219 -0.681
C 1.166 1.673 0.670
C 0.116 0.730 -0.167
C -1.013 1.548 -1.029
C -2.329 0.523 -1.160
C -3.662 1.265 -1.769
C -1.969 -0.796 -2.109
C -1.475 -2.093 -1.220
C -1.891 -3.550 -1.869
C -1.239 -4.826 -1.371
C -1.615 -5.531 0.085
C -0.108 -5.658 -2.280
C 0.540 2.553 1.933
C -1.033 2.549 2.396
C -1.345 1.733 3.785
C -0.047 0.981 4.452
C -2.154 2.703 4.872
C 1.601 3.484 2.770
C 3.204 3.582 2.431
C 3.938 4.620 3.470
O 5.241 4.848 3.732
N 2.702 5.327 4.066
C 1.432 4.460 4.077
O 0.486 4.549 5.021
H 5.860 0.444 3.100
H 6.149 -0.708 1.635
H 4.424 0.034 1.808
H 4.886 5.803 -0.899
H 6.621 5.835 0.039
H 4.932 5.554 0.968
H 2.325 0.691 -2.119
H 4.576 1.152 -1.807
H -0.476 0.091 0.645
H 0.613 -0.048 -0.887
H -0.667 1.817 -2.135
H -1.325 2.587 -0.545
H -2.601 0.130 -0.081
H -4.458 0.401 -1.978
H -3.494 1.792 -2.809
H -4.199 1.979 -0.977
H -1.044 -0.457 -2.777
H -2.876 -1.114 -2.779
H -0.287 -2.065 -1.225
H -1.886 -2.023 -0.110
H -2.670 -3.689 -2.758
H -2.787 -5.657 0.128
H -1.112 -6.596 0.174
H -1.203 -4.855 0.971
H 0.543 -6.279 -1.507
H 0.548 -4.923 -2.932
H -0.688 -6.420 -2.957
H -1.326 3.686 2.596
H -1.785 2.152 1.584
H -2.121 0.873 3.511
H 0.830 1.693 4.768
H -0.434 0.468 5.449
H 0.278 0.120 3.714
H -2.006 3.848 4.671
H -3.311 2.486 4.710
H -1.918 2.382 5.985
H 2.407 6.136 3.462
C -0.410 5.877 -1.246
Cl -2.079 5.957 -0.667
Cl 0.606 4.956 -0.130
H -0.395 5.390 -2.224
H -0.014 6.892 -1.332
O 3.662 -4.431 -0.015
H 3.822 -3.511 0.096
F -4.672 -6.176 -0.698
C -5.856 -6.078 -0.080
C -6.834 -7.036 -0.320
C -8.066 -6.938 0.328
C -8.309 -5.875 1.202
C -7.322 -4.915 1.432
C -6.087 -5.020 0.793
H -6.631 -7.850 -1.008
H -8.834 -7.686 0.153
H -9.271 -5.796 1.703
H -7.515 -4.086 2.109
H -5.305 -4.288 0.967
Be -4.071 5.529 0.376
B -9.771 -10.569 0.416
F -10.820 -9.802 1.066
F -10.322 -11.818 -0.085
F -9.225 -9.802 -0.692
F -8.715 -10.855 1.374
Cs 6.080 7.319 1.150
C 3.966 -1.978 3.750
O 3.482 -2.185 2.535
H 5.062 -1.918 3.854
H 3.661 -1.050 4.264
H 3.727 -2.728 4.523
C 4.789 3.906 -4.051
C 3.562 4.762 -3.792
O 2.908 5.095 -5.023
C 2.125 4.123 -5.553
O 1.930 3.016 -5.073
O 1.615 4.581 -6.723
C 0.834 3.620 -7.428
H 5.451 4.390 -4.776
H 5.344 3.735 -3.123
H 4.514 2.934 -4.472
H 3.868 5.706 -3.329
H 2.867 4.274 -3.099
H 0.053 3.194 -6.789
H 1.482 2.832 -7.822
H 0.352 4.125 -8.269
O 3.068 -4.768 3.886
H 3.091 -4.886 2.953
Cs 2.480 -4.363 -2.875
*
```

Results
calculated total energy = -4581.941408 a.u.
HOMO energy = -7.49 eV
frontier orbital gap = 3.72 eV

These are the Mulliken partial charges, in e, on atoms 1 to 4:
1. C -0.403
2. C 0.380
3. O -0.581
4. N 0.450

Record 2
Here is a cluster of 2 separate species, C4H13ClSi2 in total in a non-equilibrium geometry from OMol25. Energies are from ωB97M-V/def2-TZVPD.

Geometry as ORCA input:
```
! wB97M-V def2-TZVPD RIJCOSX def2/J DEFGRID3
* xyz 0 1
C 1.273 1.195 2.631
C 0.550 -1.431 -2.298
C 1.063 -0.021 1.816
C 0.659 -1.473 -0.745
Si -2.760 1.216 -1.199
Si 1.290 0.235 -0.110
Cl -1.368 2.021 -0.114
H 1.567 0.910 3.601
H 2.111 1.726 2.276
H 0.461 1.856 2.722
H 0.323 -2.495 -2.606
H -0.008 -0.696 -2.761
H 1.563 -1.150 -2.543
H 0.038 -0.353 2.213
H 1.855 -0.702 2.175
H 1.250 -2.340 -0.395
H -0.366 -1.568 -0.437
H -2.327 0.166 -2.192
H -3.860 0.495 -0.327
H -3.315 2.408 -1.709
*
```

Results
calculated total energy = -1199.288991 a.u.
HOMO energy = -7.89 eV
frontier orbital gap = 7.84 eV

These are the Mulliken partial charges, in e, on atoms 1 to 4:
1. C -1.391
2. C -1.199
3. C -0.333
4. C -0.495

Record 3
Here is an isolated molecule of CH3N5 in a non-equilibrium geometry from OMol25. Energies are from ωB97M-V/def2-TZVPD.

Geometry as ORCA input:
```
! wB97M-V def2-TZVPD RIJCOSX def2/J DEFGRID3
* xyz 0 1
H -2.416 0.464 0.119
N -2.067 -0.425 -0.025
C -0.791 -0.278 -0.129
N -0.079 -1.587 0.036
N 1.197 -1.223 -0.048
N 1.482 0.021 0.077
N 0.213 0.877 -0.094
H 2.411 0.512 -0.398
H 0.050 1.640 0.462
*
```

Results
structure (SMILES) = [H]/N=c1/nn[nH][nH]1
calculated total energy = -313.533724 a.u.
HOMO energy = -9.15 eV
frontier orbital gap = 9.48 eV

These are the Mulliken partial charges, in e, on atoms 1 to 4:
1. H 0.222
2. N -0.533
3. C 0.389
4. N -0.179

Record 4
Here is a structure of composition C35H22CoF6NO2P2S5 from OMol25. Energies are from ωB97M-V/def2-TZVPD.

Geometry as ORCA input:
```
! wB97M-V def2-TZVPD RIJCOSX def2/J DEFGRID3
* xyz -2 1
Co 0.124 1.396 0.271
S 2.733 1.066 3.919
C 3.495 -0.031 2.826
C 4.705 -0.698 2.985
C 5.187 -1.452 1.933
C 4.454 -1.550 0.747
C 3.242 -0.903 0.601
C 2.752 -0.115 1.643
N 1.596 0.666 1.633
C 1.497 1.357 2.735
C 0.561 2.453 2.840
C 0.334 3.144 4.035
C -0.487 4.249 4.025
C -1.053 4.658 2.810
C -0.831 3.953 1.644
C -0.027 2.803 1.622
H 5.263 -0.607 3.909
H 6.145 -1.951 2.021
H 4.839 -2.139 -0.076
H 2.687 -0.993 -0.320
H 0.778 2.793 4.961
H -0.695 4.788 4.941
H -1.706 5.525 2.790
H -1.297 4.296 0.728
O 2.555 2.374 -0.671
C 1.695 1.543 -0.845
C 1.869 0.566 -2.019
C 2.983 0.658 -2.841
C 3.166 -0.260 -3.864
C 2.239 -1.283 -4.052
C 1.134 -1.376 -3.222
C 0.940 -0.439 -2.207
P -0.481 -0.417 -1.010
C -1.884 -0.293 -2.178
C -1.731 0.282 -3.436
C -2.828 0.449 -4.271
C -4.085 0.027 -3.865
C -4.245 -0.550 -2.613
C -3.156 -0.692 -1.767
C -0.485 -2.206 -0.576
C -1.266 -3.165 -1.219
C -1.085 -4.515 -0.950
C -0.121 -4.925 -0.039
C 0.647 -3.976 0.618
C 0.457 -2.630 0.356
H 3.695 1.454 -2.658
H 4.034 -0.189 -4.510
H 2.389 -2.012 -4.840
H 0.415 -2.179 -3.350
H -0.757 0.621 -3.759
H -2.700 0.933 -5.232
H -4.941 0.163 -4.515
H -5.226 -0.869 -2.281
H -3.294 -1.088 -0.769
H -2.017 -2.866 -1.938
H -1.701 -5.248 -1.458
H 0.016 -5.979 0.171
H 1.377 -4.276 1.358
H 1.018 -1.896 0.912
O -5.788 4.014 -2.195
C -4.770 3.527 -1.749
S -4.708 2.452 -0.357
C -2.967 2.192 -0.329
C -2.270 2.822 -1.281
S -0.529 2.773 -1.459
S -3.167 3.815 -2.420
S -2.338 1.147 0.911
F -0.608 -0.886 2.454
P -0.926 -1.595 3.885
F -1.319 -0.162 4.512
F -1.212 -2.307 5.317
F -2.452 -1.850 3.438
F 0.630 -1.355 4.323
F -0.502 -3.037 3.265
*
```

Results
calculated total energy = -6208.189812 a.u.
HOMO energy = -1.36 eV
frontier orbital gap = 5.53 eV

These are the Mulliken partial charges, in e, on atoms 1 to 4:
1. Co 0.927
2. S -0.567
3. C 0.684
4. C -0.465